1.
The following is a DFT calculation (ωB97M-V/def2-TZVPD) of a 21-piece molecular cluster, C18H57F6N5O22 overall.

Output
total charge: 0
Kohn-Sham gap: 0.30557 Ha
largest force on an atom: 3.92 eV Å⁻¹
E_HOMO: -9.2 eV

```
108
C18H57F6N5O22 | the OMol25 dataset | ωB97M-V/def2-TZVPD
O -0.503 0.988 2.789
F 0.868 -0.783 -5.804
F -0.149 -2.797 -5.407
F 2.161 -2.474 -5.444
F -3.346 -2.409 2.350
F -5.471 -2.051 2.007
F -4.749 -1.936 3.978
N 4.230 1.736 -0.260
N 3.446 0.913 0.322
N 4.683 -0.200 -1.297
O -5.191 0.819 4.293
C -1.498 0.437 2.214
C 4.936 1.125 -1.209
C -1.272 -0.121 0.901
C -0.011 -0.390 0.382
C -0.780 -0.728 -1.959
C -0.523 -1.083 -3.307
C 1.795 -1.608 -2.714
C 0.253 -0.851 -0.995
C 0.776 -1.497 -3.629
C 1.532 -1.251 -1.378
N 3.655 -0.261 -0.373
N -2.767 0.454 2.880
C 6.036 1.785 -1.936
C 0.932 -1.937 -5.112
C 2.714 -1.382 -0.418
C -4.403 -1.609 2.692
C -4.056 1.572 4.713
C -5.254 0.750 2.909
C -2.790 0.780 4.345
C -4.059 -0.112 2.314
H -2.128 -0.459 0.363
H 0.826 -0.073 1.076
H -1.797 -0.488 -1.716
H -1.359 -1.116 -3.959
H 2.682 -2.114 -3.016
H 5.682 2.698 -2.478
H 6.765 2.055 -1.123
H 6.485 1.107 -2.701
H 3.299 -2.190 -0.759
H 2.458 -1.517 0.602
H -4.019 2.542 4.224
H -3.955 1.655 5.789
H -6.320 0.449 2.601
H -5.195 1.758 2.489
H -1.844 1.295 4.582
H -2.865 -0.153 4.960
H -4.025 0.053 1.229
O 2.913 0.571 -6.889
H 3.168 0.696 -5.918
H 2.027 1.035 -7.045
O 6.316 3.036 -5.092
H 6.067 3.817 -5.685
H 6.927 2.423 -5.617
O -6.763 -1.212 6.024
H -6.576 -0.220 6.083
H -7.100 -1.414 5.091
O -3.971 3.121 8.132
H -4.205 3.105 9.116
H -3.001 3.395 8.043
O 0.214 -5.112 -3.658
H 0.524 -4.634 -2.822
H -0.659 -4.694 -3.955
O -7.585 -4.076 1.540
H -7.610 -3.547 2.401
H -8.028 -3.524 0.817
O -3.084 4.087 2.563
H -3.983 4.523 2.717
H -2.789 4.299 1.618
O 0.858 -1.088 -8.707
H 1.166 -0.625 -7.862
H 0.307 -1.895 -8.442
O -2.901 -2.649 -5.630
H -2.556 -3.445 -6.151
H -3.104 -1.907 -6.287
O 0.901 -0.804 4.386
H 1.869 -0.961 4.138
H 0.553 -0.036 3.826
O -0.584 3.739 3.458
H -1.482 4.036 3.099
H -0.228 3.010 2.852
O 3.982 1.686 -4.623
H 3.398 2.219 -3.991
H 4.823 2.220 -4.799
O 8.201 3.665 -3.357
H 8.807 4.113 -4.032
H 7.288 3.555 -3.779
O 4.813 -4.390 -1.266
H 4.119 -4.970 -1.720
H 4.507 -4.216 -0.318
O 3.385 -0.862 3.115
H 3.347 0.147 3.047
H 4.207 -1.181 2.619
O -5.683 4.547 3.420
H -5.542 4.345 4.401
H -6.230 5.395 3.347
O -4.544 2.490 -0.238
H -3.589 2.719 0.007
H -5.159 3.072 0.316
O 3.917 -4.103 1.356
H 4.044 -4.803 2.075
H 4.448 -3.283 1.617
O -1.112 -1.251 6.205
H -0.729 -1.324 7.139
H -0.344 -1.114 5.560
O 5.207 -1.375 -4.180
H 4.862 -0.447 -4.385
H 6.090 -1.283 -3.694
```

Mulliken atomic charge list, values in e, 5 entries: O -0.90; F -0.11; F -0.16; F -0.28; F -0.27


2.
The following is a DFT calculation (ωB97M-V/def2-TZVPD) of one molecule with the formula C6H8N2O2.

Output
energy above the lowest of the compared OMol25 structures with the same formula, charge and spin: 3.194 eV
total charge: 0
Kohn-Sham gap (alpha / beta): 0.27332 / 0.27335 Ha
largest force on an atom: 2.28 eV Å⁻¹
E_HOMO (alpha / beta): -7.9 / -7.9 eV

```
18
C6H8N2O2 | the OMol25 dataset | ωB97M-V/def2-TZVPD
C -1.298 2.107 -0.568
C -0.088 1.827 -0.012
C 1.978 1.034 1.969
C -2.718 0.213 -0.662
C 1.358 0.228 0.898
C 1.440 -1.876 -0.182
N -2.193 1.259 -1.113
N 0.403 0.573 0.108
O 1.644 2.150 2.290
O 1.872 -1.016 0.856
H -1.562 3.145 -0.721
H 0.542 2.667 0.262
H 2.797 0.497 2.484
H -3.351 -0.369 -1.316
H -2.592 -0.142 0.365
H 1.427 -2.885 0.228
H 2.142 -1.826 -1.018
H 0.448 -1.588 -0.530
```

natural (NBO) atomic charge list, values in e, 5 entries: C -0.03; C -0.09; C 0.36; C -0.02; C 0.43


3.
The following is a DFT calculation (ωB97M-V/def2-TZVPD) of one molecule with the formula C2H7O2PS.

Output
energy above the lowest of the compared OMol25 structures with the same formula, charge and spin: 1.521 eV
total charge: 0
Kohn-Sham gap: 0.36263 Ha
largest force on an atom: 4.65 eV Å⁻¹
E_HOMO: -9.7 eV

```
13
C2H7O2PS | the OMol25 dataset | ωB97M-V/def2-TZVPD
C -0.862 -0.663 1.965
C -0.131 0.233 -2.241
O 0.497 -0.644 1.531
O -0.574 0.245 -0.899
P 1.084 0.429 0.442
S 2.855 0.143 -0.105
H -1.111 0.208 2.548
H -0.927 -1.572 2.566
H -1.508 -0.852 1.195
H -0.699 -0.405 -2.859
H 1.005 -0.155 -2.419
H -0.307 1.322 -2.611
H 0.679 1.711 0.887
```

natural (NBO) atomic charge list, values in e, 5 entries: C -0.24; C -0.26; O -0.80; O -0.77; P 1.43


4.
The following is a DFT calculation (ωB97M-V/def2-TZVPD) of one molecule with the formula C7H15NO7.

Output
energy above the lowest of the compared OMol25 structures with the same formula, charge and spin: 0.000 eV
total charge: 0
Kohn-Sham gap: 0.32601 Ha
largest force on an atom: 3.68 eV Å⁻¹
E_HOMO: -8.7 eV

```
30
C7H15NO7 | the OMol25 dataset | ωB97M-V/def2-TZVPD
C 3.980 0.452 0.283
C -1.485 1.189 -0.955
C -2.182 -0.923 0.096
C -1.075 0.712 1.371
C 1.429 0.295 0.245
C 2.704 -0.498 -0.155
C 0.280 -0.632 -0.180
N -1.113 0.100 0.009
O 4.761 -0.212 0.904
O 3.938 1.612 -0.077
O 1.476 1.472 -0.480
O 2.832 -0.557 -1.581
O 2.846 -1.781 0.400
O 0.307 -0.858 -1.510
O 0.249 -1.781 0.594
H -0.552 1.581 -1.477
H -2.100 0.919 -1.842
H -2.121 2.014 -0.452
H -2.155 -1.612 0.996
H -3.123 -0.476 0.329
H -2.122 -1.610 -0.872
H -0.606 0.135 2.105
H -0.456 1.588 1.393
H -2.078 0.981 1.645
H 1.514 0.483 1.336
H 2.450 1.650 -0.427
H 3.539 0.053 -1.834
H 3.810 -1.822 0.585
H 1.290 -0.974 -1.672
H 1.177 -2.021 0.832
```

natural (NBO) atomic charge list, values in e, 5 entries: C 0.75; C -0.45; C -0.44; C -0.41; C -0.03